# 1
A 4-piece molecular cluster, C8H13N4O3 overall. Source: OMol25; level of theory: wB97M-V/def2-TZVPD.

The geometry in XYZ format:
```
28
Properties=species:S:1:pos:R:3:lowdin_spin:R:1
C 2.045 0.251 -0.174 0.443
C 2.577 1.085 -1.094 0.425
C 0.101 1.404 1.094 0.275
C 1.010 0.818 0.598 0.103
C 3.112 -0.993 3.969 0.000
C -1.429 3.300 -1.266 0.027
C 1.861 2.182 -1.584 0.143
C 0.888 2.859 -1.086 0.398
N -2.267 4.323 -1.251 0.011
N -0.078 3.711 -0.966 0.107
N 1.152 -3.579 1.983 0.000
N -2.192 -3.470 -0.243 0.000
O 3.978 -1.035 3.221 0.000
O 2.198 -0.954 4.649 0.000
O -1.628 2.165 -1.480 0.005
H 2.337 -0.782 -0.046 0.017
H 3.399 0.809 -1.721 0.016
H -0.873 1.770 1.556 0.012
H 2.224 2.496 -2.596 0.002
H -1.962 5.137 -0.760 0.000
H -3.237 4.091 -1.338 0.001
H 0.268 4.614 -0.590 0.014
H 0.427 -3.135 1.438 0.000
H 0.759 -4.296 2.521 0.000
H 1.839 -4.128 1.370 0.000
H -1.876 -4.304 0.118 0.000
H -2.207 -3.594 -1.212 0.000
H -3.256 -3.426 0.051 0.000
```

Values from the calculation:
Calculated total energy = -20596.68515 eV
Net charge = +1
Spin multiplicity = 3

# 2
C8H13N4O5W as an isolated structure. Source: OMol25; level of theory: wB97M-V/def2-TZVPD.

The geometry in XYZ format:
```
31
Properties=species:S:1:pos:R:3:mulliken_charge:R:1
W 0.291 0.313 0.675 1.498
N -1.699 -0.584 1.126 -0.669
C -2.148 -0.484 2.556 -0.451
C -0.926 -0.317 3.422 0.364
O -0.770 -0.545 4.561 -0.347
N 0.157 0.241 2.598 -0.108
C 1.532 0.366 3.219 -0.633
C 2.147 0.476 1.839 1.000
O 1.895 1.553 1.201 -0.357
O 2.050 -0.566 1.047 -0.373
H -1.665 -1.577 0.871 0.393
H -2.414 -0.177 0.519 0.390
H -2.791 0.391 2.670 0.325
H -2.700 -1.374 2.855 0.434
H 1.632 1.284 3.798 0.351
H 1.786 -0.525 3.793 0.393
C 0.397 -1.154 -3.559 -1.814
C 0.196 -0.484 -2.258 1.042
N 0.370 -1.022 -1.083 0.006
O 0.733 -2.291 -0.883 -0.303
C -0.131 0.971 -2.062 0.163
C 0.176 2.058 -2.975 -1.232
N -0.699 1.098 -0.874 0.226
O -0.321 2.054 0.053 -0.446
H -0.043 -2.157 -3.563 0.599
H 1.470 -1.251 -3.775 0.471
H -0.060 -0.584 -4.367 0.408
H 0.929 -2.750 -1.725 0.419
H 0.948 1.789 -3.696 0.402
H 0.404 2.980 -2.432 0.428
H -0.747 2.268 -3.549 0.421
```

Values from the calculation:
Calculated total energy = -26494.77205 eV
Net charge = +3
Spin multiplicity = 1

# 3
One molecule with the formula C8H13NO3. Source: OMol25; level of theory: wB97M-V/def2-TZVPD.

The geometry in XYZ format:
```
25
Properties=species:S:1:pos:R:3:mulliken_charge:R:1
C -1.953 -0.991 -0.389 0.813
C 0.115 -0.477 -1.070 -0.545
C 0.680 -0.410 0.340 0.621
C -1.049 1.083 0.080 0.641
C -3.002 -1.837 0.163 -1.139
C 3.052 -1.452 0.561 -1.240
C -0.546 3.389 -0.493 -0.617
C 2.194 -0.159 0.413 -0.715
N -0.987 -1.292 -1.211 -0.531
O -2.129 0.336 0.122 -0.346
O 0.032 0.764 0.925 -0.436
O -1.458 2.388 -0.171 -0.324
H 0.752 -0.346 -2.018 0.287
H 0.404 -1.317 0.909 0.177
H -4.066 -1.761 -0.303 0.270
H -3.141 -1.569 1.267 0.303
H -2.729 -2.871 -0.024 0.338
H 4.123 -1.119 0.745 0.334
H 3.013 -2.081 -0.389 0.291
H 2.775 -2.107 1.315 0.405
H -0.820 3.816 -1.479 0.227
H 0.491 3.021 -0.416 0.290
H -0.702 4.110 0.305 0.248
H 2.571 0.421 -0.464 0.302
H 2.381 0.461 1.281 0.344
```

Values from the calculation:
Calculated total energy = -16135.34534 eV
Net charge = 0
Spin multiplicity = 1

# 4
C8H13NO8P2SW as an isolated structure. Source: OMol25; level of theory: wB97M-V/def2-TZVPD.

The geometry in XYZ format:
```
34
Properties=species:S:1:pos:R:3:lowdin_spin:R:1
W 0.354 -1.581 0.891 2.511
O 2.205 -0.667 1.340 0.070
N 2.273 0.608 1.690 0.015
C 3.495 1.180 1.585 0.012
C 3.719 2.476 1.949 0.002
C 2.645 3.222 2.446 0.017
C 1.413 2.632 2.543 0.002
C 1.186 1.296 2.153 0.033
S -0.349 0.555 2.260 0.083
H 4.241 0.507 1.192 0.001
H 4.709 2.894 1.845 0.000
H 2.781 4.253 2.746 0.001
H 0.558 3.174 2.920 0.000
C -3.354 -0.150 -2.460 0.000
C -2.341 -0.443 -1.366 0.002
O -2.872 0.034 -0.123 0.006
P -0.800 0.503 -1.615 0.010
O -1.237 2.016 -1.390 0.005
O -0.496 0.529 -3.177 0.001
O 0.363 0.082 -0.796 0.068
P -1.973 -2.260 -1.230 0.015
O -0.611 -2.334 -2.128 0.033
O -3.035 -3.089 -1.817 0.002
O -1.554 -2.402 0.230 0.115
H -3.530 0.924 -2.549 0.000
H -4.283 -0.653 -2.199 0.000
H -3.016 -0.540 -3.419 0.000
H -2.532 -0.558 0.569 0.004
H -1.535 2.110 -0.471 0.001
H -0.079 -0.314 -3.412 0.000
H 0.113 -2.707 -1.579 0.017
C 1.035 -3.384 1.066 -0.047
H 2.083 -3.619 1.291 0.007
H 0.424 -4.293 1.015 0.011
```

Values from the calculation:
Calculated total energy = -57620.09894 eV
Net charge = -1
Spin multiplicity = 4

# 5
C8H13NOPd as an isolated structure. Source: OMol25; level of theory: wB97M-V/def2-TZVPD.

The geometry in XYZ format:
```
24
Properties=species:S:1:pos:R:3:lowdin_spin:R:1
C 1.430 -0.886 -1.435 0.082
C 0.858 0.194 -2.150 0.082
C -0.495 -0.127 -2.468 0.048
C -0.747 -1.455 -1.990 0.065
C 0.453 -1.929 -1.363 0.049
Pd -0.213 -0.243 -0.503 0.744
N 1.118 -0.020 1.377 0.184
C 1.238 1.401 1.605 0.065
C 0.660 2.060 0.398 0.435
H -1.194 0.529 -2.964 0.010
H 1.370 1.108 -2.436 0.007
H -1.735 -1.899 -1.905 0.011
H 0.555 -2.822 -0.755 0.007
H 2.430 -0.885 -1.004 0.018
H 1.423 2.414 -0.303 0.034
H 2.301 1.738 1.649 0.016
H 0.784 -0.568 2.187 0.017
H -0.271 2.610 0.592 0.030
H 0.686 1.637 2.539 0.010
C -2.159 -0.575 1.798 0.008
O -1.721 0.329 0.778 0.068
H -2.900 -0.173 2.535 0.007
H -1.274 -0.905 2.382 0.001
H -2.596 -1.533 1.435 0.001
```

Values from the calculation:
Calculated total energy = -15514.16293 eV
Net charge = -2
Spin multiplicity = 3

# 6
One molecule with the formula C8H13NOS2. Source: OMol25; level of theory: wB97M-V/def2-TZVPD.

The geometry in XYZ format:
```
25
Properties=species:S:1:pos:R:3:mulliken_charge:R:1
S -2.439 -1.543 2.470 -0.329
S 0.325 -1.015 -1.818 -0.227
O -0.676 0.319 2.363 -0.289
C -1.229 -0.721 1.716 0.217
C 0.231 -0.519 -0.197 -0.400
N -0.863 -1.088 0.428 0.005
C 2.401 -0.686 1.831 -1.209
C -0.443 2.146 -1.395 -1.133
C 0.073 1.344 1.667 -0.825
C 2.192 0.394 0.846 -1.473
C 0.834 1.992 -0.591 -1.350
C 0.821 0.848 0.397 2.133
H -1.085 -2.010 0.125 0.329
H 2.062 -0.256 2.766 0.306
H 1.745 -1.488 1.566 0.293
H 3.444 -1.050 1.829 0.390
H -1.290 2.608 -0.792 0.281
H -0.257 2.676 -2.331 0.374
H -0.933 1.196 -1.682 0.311
H 0.816 1.745 2.418 0.321
H -0.636 2.130 1.453 0.397
H 2.788 1.225 1.315 0.436
H 2.750 0.163 0.032 0.619
H 0.842 2.841 0.011 0.437
H 1.757 1.979 -1.197 0.387
```

Values from the calculation:
Calculated total energy = -33713.43117 eV
Net charge = 0
Spin multiplicity = 1